# 1
Below is a structure of composition C21H21N5O4S4SbW in a non-equilibrium geometry, with properties calculated with ωB97M-V with the def2-TZVPD basis set.

Each line ends with the Löwdin charge.
Geometry (Å):
W (-0.84215, -1.55661, -0.63839)  1.061
O (-2.82577, -3.21357, 2.58867)  0.117
C (-2.01083, -2.79938, 1.80429)  -0.565
O (-2.25742, -2.13166, 0.71473)  -0.330
C (-0.54400, -3.14395, 1.97322)  -0.157
C (-0.09566, -3.77127, 3.14589)  0.034
C (1.22830, -4.06571, 3.25896)  0.025
C (2.10366, -3.77827, 2.18681)  -0.141
C (3.48241, -4.10213, 2.22734)  -0.026
C (4.28555, -3.84902, 1.15690)  -0.068
C (3.74228, -3.26691, -0.01100)  -0.057
C (2.42187, -2.93187, -0.07581)  -0.012
C (1.57359, -3.16769, 1.03186)  -0.179
N (0.24649, -2.83387, 0.96946)  0.033
H (-0.82461, -3.98237, 3.91446)  0.128
H (1.62401, -4.53070, 4.15371)  0.125
H (3.87991, -4.56366, 3.12277)  0.117
H (5.33615, -4.10416, 1.18961)  0.107
H (4.38152, -3.09529, -0.86717)  0.109
H (2.00327, -2.50785, -0.97732)  0.086
S (-3.37906, -2.27720, -4.54400)  -0.249
Sb (-3.63154, -2.40315, -2.34994)  0.447
S (-1.39822, -3.56789, -1.71830)  0.038
S (-2.30545, -0.18168, -1.57390)  0.103
C (2.02908, 0.13758, -3.63592)  0.008
C (1.23632, -0.23666, -2.43358)  -0.276
N (0.42950, -1.26945, -2.41518)  -0.211
O (0.39882, -1.97818, -3.56186)  -0.054
C (1.21153, 0.47361, -1.18326)  -0.254
C (1.79677, 1.80211, -0.86279)  0.006
N (0.62363, -0.28887, -0.29340)  -0.257
O (-0.19098, -0.07667, 0.74649)  -0.233
H (1.36658, 0.27667, -4.49106)  0.100
H (2.72188, -0.66409, -3.89704)  0.096
H (2.59390, 1.05004, -3.45928)  0.080
H (-0.29807, -2.66083, -3.38152)  -0.021
H (2.85054, 1.69978, -0.59181)  0.099
H (1.26727, 2.24169, -0.01833)  0.082
H (1.72473, 2.48025, -1.71101)  0.085
N (-4.31628, 3.30992, 1.40711)  0.092
C (-3.49514, 2.23626, 1.48022)  -0.942
S (-4.02836, 0.74293, 1.99076)  0.600
N (-2.19101, 2.44551, 1.15315)  0.043
C (-1.64368, 3.65618, 0.65351)  -0.257
C (-1.10793, 3.69843, -0.63056)  -0.036
C (-0.54538, 4.87202, -1.11037)  -0.085
C (-0.52578, 6.01322, -0.32085)  -0.090
C (-1.06365, 5.97244, 0.95782)  -0.078
C (-1.61245, 4.79720, 1.45054)  -0.031
H (-5.29343, 3.11748, 1.53631)  0.086
H (-4.05243, 4.12815, 0.88352)  0.093
H (-1.63660, 1.60098, 1.08097)  0.081
H (-1.15529, 2.81166, -1.25033)  0.095
H (-0.13935, 4.89992, -2.11406)  0.104
H (-0.09595, 6.93071, -0.70057)  0.102
H (-1.04441, 6.85581, 1.58278)  0.105
H (-2.00866, 4.75007, 2.45672)  0.122

Net charge: 0
Lowest unoccupied orbital energy (alpha / beta), eV: -1.433 / -1.899
Expectation value of S²: 0.765
Electronic energy, eV: -89464.2864
F_max, eV/A: 1.1
Multiplicity: 2
Frontier orbital gap (alpha / beta), eV: 6.126 / 5.875

# 2
Below is a cluster of 2 separate species, C6H15N in total in a non-equilibrium geometry, with properties calculated with ωB97M-V with the def2-TZVPD basis set.

Each line ends with the Löwdin charge.
Geometry (Å):
C (-1.61954, 1.57282, -0.62493)  -0.052
C (-1.21566, 0.34134, 0.15356)  -0.526
C (-0.39349, 0.61375, 1.36446)  -0.074
C (-0.83970, -0.94185, -0.73557)  -0.099
C (-2.10149, -0.85889, 0.08805)  -0.129
H (-2.14035, 1.30475, -1.54208)  0.078
H (-0.74440, 2.16943, -0.88565)  0.080
H (-2.28349, 2.19294, -0.02060)  0.081
H (0.69497, 0.84983, 0.99541)  0.083
H (-0.84293, 1.38886, 1.98663)  0.078
H (-0.25241, -0.27254, 1.97568)  0.072
H (-0.94711, -0.87126, -1.81055)  0.092
H (-0.10424, -1.66067, -0.39837)  0.083
H (-2.15412, -1.47939, 0.97273)  0.100
H (-3.04637, -0.76672, -0.43231)  0.099
C (2.80928, -0.94812, 0.13397)  -0.189
N (2.17237, 0.29206, -0.28694)  -0.085
H (3.00066, -1.65466, -0.68578)  0.068
H (3.75441, -0.71621, 0.63019)  0.071
H (2.15795, -1.43495, 0.85700)  0.060
H (2.78133, 0.80427, -0.91542)  0.067
H (1.31432, 0.07522, -0.81949)  0.045

Net charge: 0
Lowest unoccupied orbital energy, eV: 1.087
Electronic energy, eV: -7954.1266
F_max, eV/A: 2.4
SMILES: CC1(C)CC1.CN
Multiplicity: 1
Frontier orbital gap, eV: 10.020

# 3
Below is a structure of composition C25H10F10N2O2PdSe, with properties calculated with ωB97M-V with the def2-TZVPD basis set.

Each line ends with the Löwdin charge.
Geometry (Å):
Pd (1.38301, -0.36375, -0.28985)  0.690
O (-4.81572, 2.84148, 3.48378)  0.122
C (-3.78018, 2.19785, 4.06098)  -0.479
O (-3.58899, 2.27555, 5.24008)  0.138
C (-2.90981, 1.37941, 3.15472)  -0.135
C (-1.54862, 1.31557, 3.44007)  0.011
C (-0.70265, 0.56561, 2.64649)  -0.018
C (-1.23993, -0.17502, 1.60004)  -0.277
C (-2.59619, -0.13934, 1.31429)  -0.016
C (-3.42967, 0.65762, 2.08745)  -0.013
N (-0.35526, -0.97154, 0.81288)  0.014
C (-0.57900, -2.22197, 0.74733)  -0.042
C (0.32135, -3.08065, -0.03254)  -0.233
C (0.11270, -4.44200, -0.14543)  0.001
C (1.01362, -5.19441, -0.88714)  -0.035
C (2.08501, -4.55452, -1.47906)  -0.020
C (2.22705, -3.18200, -1.31654)  -0.074
N (1.36563, -2.45974, -0.61089)  0.020
H (-4.68916, 2.89561, 2.52690)  0.088
H (-1.16286, 1.87795, 4.27925)  0.134
H (0.36414, 0.54824, 2.81976)  0.109
H (-2.99025, -0.70630, 0.47994)  0.125
H (-4.48936, 0.69331, 1.86396)  0.130
H (-1.41376, -2.67927, 1.27718)  0.146
H (-0.73865, -4.89933, 0.34007)  0.121
H (0.87752, -6.26158, -0.99665)  0.117
H (2.81186, -5.09815, -2.06520)  0.117
H (3.05134, -2.64139, -1.76165)  0.114
F (1.87082, -0.66331, -3.34359)  0.061
C (2.99821, -0.22713, -2.74333)  -0.263
C (3.01222, -0.00664, -1.37843)  -0.226
C (4.21617, 0.41766, -0.84770)  -0.268
F (4.31784, 0.66891, 0.47049)  0.051
C (5.35076, 0.61386, -1.61638)  -0.147
F (6.49527, 1.01955, -1.06118)  0.120
C (5.29495, 0.38311, -2.97984)  -0.142
F (6.37832, 0.56219, -3.73699)  0.124
C (4.10870, -0.04226, -3.55015)  -0.150
F (4.04975, -0.27474, -4.86506)  0.116
F (-4.60002, 2.78630, -1.03509)  0.125
C (-3.28876, 2.63944, -0.83554)  -0.149
C (-2.53423, 1.84125, -1.67303)  -0.149
F (-3.11596, 1.22824, -2.70676)  0.123
C (-1.18348, 1.66893, -1.42319)  -0.257
F (-0.51054, 0.88681, -2.27479)  0.066
C (-0.54308, 2.26017, -0.34085)  -0.484
Se (1.30753, 2.00368, 0.06747)  0.817
C (-1.32582, 3.07997, 0.46439)  -0.270
F (-0.78965, 3.70666, 1.51521)  0.084
C (-2.67525, 3.26420, 0.23280)  -0.150
F (-3.41696, 4.00588, 1.07129)  0.113

Net charge: 0
Lowest unoccupied orbital energy, eV: -1.710
Electronic energy, eV: -129162.8181
F_max, eV/A: 0.1
Multiplicity: 1
Frontier orbital gap, eV: 6.253

# 4
Below is a structure of composition C7H22N4O7V in a non-equilibrium geometry, with properties calculated with ωB97M-V with the def2-TZVPD basis set.

Each line ends with the Löwdin charge.
Geometry (Å):
O (-0.10088, 3.58381, 0.97532)  -0.112
H (-0.47959, 4.38023, 1.37538)  0.092
V (-0.40009, 0.64167, -0.25694)  0.891
N (-1.27545, -0.17922, -1.80734)  -0.072
N (0.74880, -0.94000, -0.68274)  -0.068
O (-2.52682, 0.16853, -2.39438)  -0.007
O (1.79406, -1.51958, 0.06944)  -0.007
C (-0.57253, -1.06392, -2.54041)  -0.223
C (0.60452, -1.50952, -1.89216)  -0.234
C (-1.05701, -1.53034, -3.85369)  0.015
C (1.53691, -2.53235, -2.41846)  0.019
H (-1.83779, -0.86187, -4.22866)  0.092
H (-1.46574, -2.55062, -3.78164)  0.117
H (-0.22889, -1.57055, -4.57616)  0.108
H (2.22263, -2.90203, -1.65204)  0.091
H (2.13114, -2.11241, -3.24158)  0.114
H (0.96079, -3.37217, -2.82508)  0.103
H (-2.99885, 0.68994, -1.71644)  0.111
H (1.80025, -0.96397, 0.89416)  0.076
O (-1.35523, -2.05926, 1.03417)  -0.054
H (-2.18214, -2.49743, 0.77073)  0.062
H (-0.65496, -2.69760, 0.80703)  0.053
C (1.13728, 2.31139, -0.51703)  -0.162
H (1.15352, 3.34894, -0.85151)  0.018
H (1.51689, 1.68788, -1.35108)  -0.011
H (1.83593, 2.16367, 0.31838)  0.008
O (-1.56870, 2.25527, -0.75349)  -0.162
H (-1.15333, 2.98957, -0.19206)  0.055
H (-1.53802, 2.50948, -1.69791)  0.110
C (1.90952, -0.57344, 4.37817)  0.003
O (0.55055, -0.10183, 4.09784)  -0.010
C (0.30637, 0.24691, 2.83274)  -0.529
O (1.13643, 0.22966, 1.89874)  -0.003
N (-0.97193, 0.65408, 2.63593)  0.023
N (-1.35070, 0.97544, 1.32650)  -0.149
H (1.91053, -0.74268, 5.45287)  0.098
H (2.64773, 0.19234, 4.10087)  0.104
H (2.09816, -1.50985, 3.83388)  0.100
H (-1.65581, 0.64339, 3.39915)  0.178
H (-2.33748, 1.24796, 1.39863)  0.100
H (-0.29009, 2.87050, 1.63091)  0.060

Net charge: +1
Lowest unoccupied orbital energy (alpha / beta), eV: -4.472 / -4.493
Expectation value of S²: 2.072
Electronic energy, eV: -53586.4200
F_max, eV/A: 4.2
Multiplicity: 3
Frontier orbital gap (alpha / beta), eV: 5.735 / 6.456

# 5
Below is a cluster of 7 separate species, C17H32N6O3P in total in a non-equilibrium geometry, with properties calculated with ωB97M-V with the def2-TZVPD basis set.

Each line ends with the Löwdin charge.
Geometry (Å):
C (1.70073, 1.34853, 2.76432)  -0.106
C (1.39338, 0.88880, 1.32831)  -0.211
C (2.60124, 0.21953, 0.63017)  -0.229
O (2.67481, 0.49842, -0.74573)  -0.075
C (1.90731, -0.37063, -1.53355)  -0.459
C (1.99064, 0.01395, -3.04085)  -0.219
O (0.80023, 0.63827, -3.44403)  -0.378
P (-0.56125, 0.25228, -2.40817)  0.413
O (0.55985, -0.43543, -1.22117)  -0.347
H (0.78923, 1.29001, 3.36333)  0.059
H (2.44782, 0.69874, 3.22606)  0.041
H (2.04562, 2.38520, 2.76207)  0.065
H (0.57528, 0.17111, 1.33137)  0.083
H (1.05425, 1.70111, 0.68297)  0.105
H (3.52293, 0.62504, 1.07595)  0.109
H (2.61195, -0.85574, 0.85165)  0.095
H (2.21743, -1.43273, -1.48209)  0.140
H (2.02688, -0.94578, -3.57588)  0.096
H (2.86000, 0.61822, -3.30603)  0.110
H (-1.57093, 0.65570, -3.38223)  -0.059
H (-0.44710, 1.61751, -1.95821)  -0.045
H (-1.58293, 0.13292, -1.38346)  -0.071
H (-0.72718, -1.09234, -2.93244)  -0.024
C (5.00499, -1.08570, 3.85809)  -0.068
C (3.83109, -1.85423, 3.43929)  -0.280
N (2.91009, -2.45023, 3.10645)  0.157
H (4.81462, -0.62117, 4.82348)  0.080
H (5.86644, -1.74529, 3.94015)  0.078
H (5.21447, -0.31108, 3.12267)  0.077
C (-1.26693, 3.88427, 2.02174)  -0.059
C (-1.61017, 3.21801, 0.76192)  -0.257
N (-1.88289, 2.68307, -0.21617)  0.185
H (-0.81790, 3.16445, 2.70418)  0.067
H (-0.55702, 4.68750, 1.83244)  0.081
H (-2.16211, 4.29985, 2.48021)  0.067
C (1.01697, -4.91819, -3.36459)  -0.094
C (1.33354, -4.35374, -4.67970)  -0.289
N (1.58782, -3.89209, -5.69905)  0.110
H (1.62785, -5.80150, -3.18480)  0.075
H (1.21257, -4.17976, -2.59268)  0.052
H (-0.03300, -5.19214, -3.32312)  0.063
C (-0.01221, -2.56345, 0.85384)  -0.063
C (-0.38783, -3.58485, -0.12606)  -0.246
N (-0.69815, -4.42726, -0.84388)  0.124
H (0.42371, -3.04677, 1.72873)  0.066
H (0.70428, -1.87692, 0.41875)  0.032
H (-0.89142, -1.99637, 1.14378)  0.050
C (-4.05283, -0.00267, -0.53325)  -0.117
C (-3.33102, -0.21620, 0.72137)  -0.299
N (-2.79492, -0.36034, 1.72716)  0.114
H (-3.69568, 0.90126, -1.01165)  0.024
H (-3.89302, -0.84213, -1.20647)  0.084
H (-5.11611, 0.09842, -0.31900)  0.061
C (-5.11004, 4.29705, 0.48671)  -0.075
C (-5.39393, 3.30585, -0.54988)  -0.270
N (-5.61708, 2.52805, -1.36037)  0.151
H (-4.81577, 3.79022, 1.40315)  0.075
H (-4.30003, 4.94461, 0.15779)  0.077
H (-5.99859, 4.89679, 0.67639)  0.075

Net charge: -1
Lowest unoccupied orbital energy, eV: 2.233
Electronic energy, eV: -42517.1771
F_max, eV/A: 2.1
Multiplicity: 1
Frontier orbital gap, eV: 5.902

> The highest F_max belongs to which entry?

C7H22N4O7V

> Which value of net charge does entry 3 give?

0